Record 1
{
  "formula": "C5H12N3O2S",
  "method": "wB97M-V/def2-TZVPD",
  "elements": ["C", "C", "C", "C", "C", "N", "N", "N", "O", "O", "S", "H", "H", "H", "H", "H", "H", "H", "H", "H", "H", "H", "H"],
  "positions_angstrom": [[-2.38740, 1.02848, -0.69212], [-0.71759, 1.33120, 1.20241], [2.72883, -1.48070, -0.45616], [0.33703, -0.27752, 2.37584], [1.94880, -1.29249, -1.70705], [-1.64701, 1.77094, 0.24671], [-0.17774, -0.40278, -0.89114], [-3.60507, 1.33594, -1.02892], [-0.73887, 0.02697, 1.46585], [0.48357, -1.48776, -1.42672], [-1.76323, -0.49019, -1.24016], [-0.10874, 2.05356, 1.71624], [2.62092, -2.48530, -0.05675], [3.85394, -1.27161, -0.52825], [2.46729, -0.76092, 0.23925], [0.27945, -1.31583, 2.79803], [0.35814, 0.53322, 3.22477], [1.33491, -0.26168, 1.77485], [2.17026, -1.95982, -2.58002], [2.24233, -0.28006, -2.15411], [-1.64047, 2.75988, 0.18283], [-4.09609, 2.22285, -0.80451], [-3.94327, 0.70360, -1.66085]],
  "forces_ev_per_a": [[4.32, 0.01, 3.05], [-2.48, -0.96, -1.90], [2.51, -1.33, -0.68], [2.36, 0.24, 0.87], [0.12, 1.46, -1.56], [0.66, -1.70, 0.19], [2.27, 0.39, -0.15], [-1.02, 2.86, 1.13], [0.45, 1.39, 0.83], [0.11, 0.26, -0.79], [-1.02, -0.71, -0.55], [0.15, 0.03, -0.07], [-0.08, -0.01, 0.18], [-1.48, -0.50, -0.61], [-0.98, 1.29, 1.50], [-0.59, 1.16, -0.48], [0.03, -1.76, -1.50], [-1.78, 0.23, 1.16], [-0.47, 0.01, 1.24], [-1.28, -0.92, 0.74], [-0.49, 1.04, -0.21], [0.59, -1.26, -0.21], [-1.90, -1.21, -2.16]],
  "lowdin_charge": [-0.581, -0.133, -0.091, -0.037, -0.197, 0.101, -0.325, 0.136, -0.142, -0.227, 1.125, 0.146, 0.088, 0.123, 0.010, 0.115, 0.132, 0.101, 0.135, 0.138, 0.146, 0.171, 0.067],
  "largest_force_ev_per_a": 5.29,
  "total_charge": 1,
  "e_homo_ev": [-11.742, -10.609],
  "lumo_ev": [-3.87, -3.99]
}


Record 2
{
  "formula": "C5H12N4",
  "method": "wB97M-V/def2-TZVPD",
  "elements": ["C", "C", "C", "N", "N", "H", "H", "H", "H", "H", "H", "C", "N", "C", "N", "H", "H", "H", "H", "H", "H"],
  "positions_angstrom": [[0.94768, -1.99389, -0.44465], [0.50316, -0.58408, -0.77698], [1.23163, 0.55023, 0.63280], [0.77193, -0.01540, -1.93602], [2.10719, 0.19047, 1.48964], [1.65159, 0.49731, -1.93573], [1.90289, -0.74040, 1.86644], [1.35762, 1.52915, 0.14926], [2.03316, -2.06409, -0.52989], [0.64604, -2.30377, 0.55864], [0.49832, -2.67629, -1.16811], [-1.36544, 1.64678, 1.16095], [-1.81024, 0.26502, -1.28028], [-0.72729, 0.33368, 0.86440], [-0.91969, -0.31969, -0.33603], [-1.22541, 0.60808, -2.05016], [-2.36621, -0.49589, -1.66236], [-0.60991, -0.35533, 1.69682], [-1.22315, 2.34275, 0.33328], [-0.95727, 2.06460, 2.08218], [-2.44660, 1.52074, 1.28583]],
  "forces_ev_per_a": [[0.59, 0.30, 0.68], [-1.24, -0.53, -1.50], [-0.42, 0.87, 1.12], [-0.13, 1.39, 1.94], [-0.40, -0.08, -0.82], [0.49, -0.91, -0.57], [-0.11, 0.08, 0.09], [0.14, -0.03, 0.01], [-0.04, -0.05, -0.02], [-0.03, 0.07, -0.04], [-0.11, 0.21, 0.00], [0.18, 0.15, -0.06], [0.35, -0.10, 0.09], [1.83, -0.49, -0.54], [-1.24, -0.92, -0.80], [-0.01, 0.04, 0.15], [0.06, 0.11, 0.12], [-0.05, 0.05, 0.21], [0.00, -0.02, 0.04], [0.00, -0.03, -0.07], [0.14, -0.11, -0.06]],
  "lowdin_charge": [-0.028, -0.508, -0.215, 0.104, 0.087, 0.055, 0.041, 0.094, 0.085, 0.073, 0.088, -0.056, 0.050, -0.203, -0.184, 0.059, 0.078, 0.120, 0.083, 0.084, 0.091],
  "largest_force_ev_per_a": 2.39,
  "e_homo_ev": -8.107,
  "lumo_ev": -0.88
}